1.
DFT (ωB97M-V/def2-TZVPD) results for C43H66N3O8RbS as an isolated structure at a distorted geometry.

HOMO level, eV: -1.47
Gap between HOMO and LUMO, eV: 4.4021
LUMO energy, Ha: 0.1078
ΔE to the lowest compared entry with this formula, charge and spin, eV: 0.000
Molecular weight, Da: 870.5

Geometry as ORCA input:
```
! wB97M-V def2-TZVPD RIJCOSX def2/J DEFGRID3
* xyz -2 1
Rb 1.7769 -1.4550 -1.3441
C 2.0834 3.1125 -0.1204
N 0.9009 2.2850 -0.1420
C 0.5297 2.1322 -1.5531
C -0.2092 2.8680 0.6317
C -1.4324 2.0080 0.7112
N -1.2482 0.5549 0.6590
C -2.3979 -0.1517 0.0340
C -2.8714 0.2950 -1.3065
C -4.1740 0.7211 -1.3760
C -4.7178 1.2352 -2.5426
C -3.9141 1.1319 -3.6739
C -2.6064 0.5633 -3.6967
C -2.0251 0.1068 -2.4467
O -0.9077 -0.4519 -2.2981
C -2.0062 0.4761 -5.0860
C -2.0466 1.7906 -5.8628
C -0.5170 0.0310 -5.0294
C -2.8337 -0.6477 -5.7442
C -6.0561 1.9143 -2.5448
C -7.1764 0.8260 -2.4038
C -6.3203 2.7168 -3.8346
C -6.2655 2.8424 -1.3124
C -1.0356 0.0374 2.0423
C 0.0707 0.6218 2.8695
C -0.1627 1.3248 4.0516
C 0.8890 1.8025 4.8676
C 2.2228 1.4590 4.4753
C 2.5051 0.6248 3.4174
C 1.4238 0.2019 2.5395
O 1.5490 -0.4958 1.4854
C 3.9102 0.0554 3.0970
C 4.8740 0.4422 4.2318
C 3.7930 -1.5120 3.0185
C 4.3544 0.4893 1.7089
C 0.5442 2.4617 6.2272
C -0.4761 3.6092 5.9537
C -0.0518 1.3777 7.1546
C 1.8073 3.0796 6.9017
H 1.9619 4.0512 -0.6938
H 2.9413 2.5290 -0.5787
H 2.4787 3.3145 0.8980
H 0.2025 3.1213 -1.9893
H -0.1735 1.3102 -1.7115
H 1.4383 1.8257 -2.1594
H -0.4991 3.8662 0.2220
H 0.1916 3.0556 1.6267
H -2.1616 2.3627 -0.0735
H -2.0104 2.2381 1.6511
H -3.3054 -0.1094 0.6714
H -2.1780 -1.2341 -0.0863
H -4.8043 0.6050 -0.5215
H -4.2559 1.5681 -4.5880
H -1.6908 2.6189 -5.2180
H -3.0427 2.0391 -6.2246
H -1.4496 1.7931 -6.7716
H 0.0667 0.7094 -4.4201
H -0.0981 -0.0417 -6.0237
H -0.4021 -0.9543 -4.6084
H -3.8457 -0.3271 -5.9530
H -2.8155 -1.5701 -5.0752
H -2.3569 -0.9320 -6.7451
H -7.2162 0.0870 -3.2203
H -8.1746 1.3398 -2.3743
H -6.9976 0.2754 -1.4605
H -6.5088 2.0077 -4.6700
H -5.4190 3.2627 -4.1144
H -7.1463 3.4128 -3.6495
H -6.1636 2.2759 -0.3755
H -7.2600 3.2465 -1.3715
H -5.5200 3.6986 -1.3805
H -0.8355 -1.0120 1.8505
H -1.9955 0.2120 2.5665
H -1.1483 1.5816 4.3250
H 3.0554 1.8714 5.0797
H 4.4735 0.0252 5.1534
H 5.0050 1.5094 4.4844
H 5.8821 -0.0643 4.1237
H 3.2312 -1.8275 3.8959
H 4.7805 -1.9951 3.0005
H 3.2468 -1.8544 2.0758
H 4.6172 1.5808 1.6948
H 3.5636 0.3097 0.9654
H 5.3283 0.0169 1.4148
H -1.4094 3.2110 5.5400
H 0.0255 4.3859 5.3094
H -0.7265 4.0396 6.9252
H -0.9614 0.9285 6.7272
H -0.2585 1.8887 8.1118
H 0.7204 0.6135 7.3508
H 2.3070 3.8017 6.2738
H 2.5069 2.3031 7.2174
H 1.4763 3.5478 7.8217
O 3.2687 -3.9135 -0.8770
C 3.2007 -5.0587 -0.3875
C 2.0786 -5.7203 0.1676
C 2.1702 -6.9385 0.8326
C 1.0352 -7.5630 1.4431
C -0.2264 -6.8915 1.4831
C -0.3228 -5.7380 0.8338
C 0.7510 -5.0147 0.1925
O 0.6218 -3.8576 -0.2372
N 1.1249 -8.9398 1.8642
O 0.0530 -9.4780 2.1920
O 2.2293 -9.5071 1.7762
H 4.1312 -5.6414 -0.4536
H 3.1712 -7.4787 0.9597
H -1.1241 -7.3728 1.8489
H -1.2654 -5.2218 0.8272
O -0.6839 -3.1951 -2.4580
H -0.8930 -2.2282 -2.2564
H -0.4534 -3.6103 -1.6027
C 4.7357 0.4462 -5.1237
S 4.8061 -1.1482 -4.3310
C 6.1825 -0.9499 -3.1612
O 3.5300 -1.3188 -3.5297
H 4.4500 0.2602 -6.1960
H 5.7336 0.9210 -5.0623
H 3.9400 1.0063 -4.6220
H 7.1557 -0.8112 -3.6960
H 6.2569 -1.9318 -2.5984
H 5.8906 -0.1079 -2.5069
*
```

2.
DFT (ωB97M-V/def2-TZVPD) results for C43H70CsGeN3O6PS4Si as an isolated structure at a distorted geometry.

HOMO level (spin up / spin down), eV: -2.10 / -2.47
Gap between HOMO and LUMO (spin up / spin down), eV: 5.3951 / 5.7614
LUMO energy (spin up / spin down), Ha: 0.1211 / 0.1210
ΔE to the lowest compared entry with this formula, charge and spin, eV: 1.413
Molecular weight, Da: 1117.9

Geometry as ORCA input:
```
! wB97M-V def2-TZVPD RIJCOSX def2/J DEFGRID3
* xyz -2 2
Cs -0.7906 0.2190 0.2379
C -4.0519 -0.1372 -3.3441
C -3.6711 0.5673 -2.0415
C -4.1186 -0.3101 -0.8582
C -4.3855 1.9204 -1.9724
O -2.2844 0.8400 -1.9679
Ge -0.9690 -0.0891 -2.9761
O 0.3938 0.7461 -1.9224
C 1.7816 0.7234 -2.2127
C 2.5531 0.7143 -0.8804
C 2.1124 1.9799 -3.0207
C 2.1774 -0.5176 -3.0082
O -1.1807 -1.6610 -1.9507
C -1.0234 -3.0148 -2.3237
C -0.9258 -3.1994 -3.8377
C 0.2231 -3.5864 -1.6437
C -2.2629 -3.7504 -1.8020
H -5.1399 -0.2356 -3.4101
H -3.6177 -1.1360 -3.3911
H -3.6952 0.4264 -4.2078
H -5.1911 -0.5168 -0.9132
H -3.9216 0.1665 0.1068
H -3.5739 -1.2533 -0.8916
H -5.4727 1.8002 -1.9542
H -4.1129 2.5355 -2.8322
H -4.0766 2.4468 -1.0670
H 2.2575 1.5615 -0.2501
H 3.6272 0.8015 -1.0776
H 2.3790 -0.2153 -0.3208
H 1.9036 2.8707 -2.4250
H 1.4901 2.0157 -3.9170
H 3.1643 1.9981 -3.3205
H 1.8669 -1.4083 -2.4670
H 3.2632 -0.5549 -3.1322
H 1.7144 -0.5238 -3.9973
H -0.0521 -2.6858 -4.2419
H -1.8087 -2.7988 -4.3409
H -0.8399 -4.2638 -4.0756
H 1.1337 -3.2472 -2.1370
H 0.2174 -4.6802 -1.6753
H 0.2821 -3.2566 -0.6058
H -3.1633 -3.3406 -2.2658
H -2.3434 -3.6150 -0.7226
H -2.2166 -4.8217 -2.0166
O -2.8295 -4.2736 7.4075
C -2.7893 -3.5851 6.4150
S -2.0934 -1.9658 6.3625
C -2.4416 -1.5758 4.6815
C -3.1002 -2.5845 3.9465
S -3.6056 -2.5012 2.3608
S -3.4164 -4.0725 4.8440
S -1.9947 -0.0747 4.1060
O -0.9455 2.3333 1.6834
P -1.4418 3.3776 2.6119
N -1.2898 4.8994 1.9293
C -1.5271 5.0208 0.4799
C -0.8533 6.3473 0.0872
C -0.6036 7.0498 1.4215
C -0.2881 5.8764 2.3370
N -0.6345 3.5007 4.0470
C 0.7685 3.0412 4.0725
C 0.8535 2.1820 5.3273
C -0.1130 2.8950 6.2670
C -1.2815 3.2402 5.3479
N -3.0393 3.1595 2.9669
C -3.8806 4.2519 3.4290
C -4.9534 4.3533 2.3499
C -5.2202 2.8836 2.0280
C -3.8718 2.1730 2.2491
H -2.6014 5.0319 0.2762
H -1.1005 4.1732 -0.0616
H -1.4609 6.9339 -0.6019
H 0.0995 6.1428 -0.4043
H -1.5169 7.5393 1.7693
H 0.1952 7.7911 1.3803
H -0.3709 6.0987 3.4005
H 0.7359 5.5217 2.1440
H 1.4490 3.9017 4.1347
H 0.9992 2.4841 3.1646
H 1.8709 2.1052 5.7096
H 0.4853 1.1794 5.1043
H 0.3491 3.8095 6.6537
H -0.4307 2.2839 7.1116
H -1.8384 4.1181 5.6904
H -1.9669 2.3935 5.2730
H -3.2953 5.1645 3.5513
H -4.3323 3.9987 4.3978
H -4.5420 4.8749 1.4831
H -5.8460 4.8870 2.6812
H -5.5989 2.7262 1.0183
H -5.9625 2.4872 2.7238
H -3.3892 1.8850 1.3144
H -3.9839 1.2604 2.8352
C 1.1734 -4.5782 2.7750
C 1.9425 -3.4325 3.4382
C 2.9067 -3.9800 4.4883
C 0.9149 -2.5377 4.1366
Si 2.7310 -2.3534 2.0716
O 1.6928 -1.8339 1.0192
C 3.6389 -0.9012 2.9312
C 3.1837 0.3960 2.7004
C 3.8386 1.5020 3.2258
C 4.9651 1.3335 4.0172
C 5.4377 0.0519 4.2649
C 4.7853 -1.0430 3.7161
C 4.2132 -3.2702 1.2516
C 4.5313 -4.6238 1.3486
C 5.5806 -5.1906 0.6331
C 6.3465 -4.4077 -0.2150
C 6.0493 -3.0567 -0.3382
C 5.0026 -2.5087 0.3845
H 0.5869 -5.1232 3.5269
H 1.8277 -5.2992 2.2797
H 0.4854 -4.1912 2.0221
H 2.3529 -4.5549 5.2432
H 3.4241 -3.1731 5.0134
H 3.6685 -4.6395 4.0675
H 0.3716 -3.1083 4.9019
H 0.1873 -2.1438 3.4256
H 1.3850 -1.6838 4.6338
H 2.3039 0.5193 2.0786
H 3.4734 2.5011 3.0110
H 5.4764 2.1952 4.4328
H 6.3225 -0.0927 4.8761
H 5.1927 -2.0347 3.8870
H 3.9482 -5.2687 1.9940
H 5.7937 -6.2494 0.7366
H 7.1636 -4.8437 -0.7793
H 6.6318 -2.4303 -1.0051
H 4.7817 -1.4526 0.2663
*
```

3.
DFT (ωB97M-V/def2-TZVPD) results for a 6-piece molecular cluster, C43H72F7N2O13S5 overall at a distorted geometry.

HOMO level, eV: -11.63
Gap between HOMO and LUMO, eV: 9.4906
LUMO energy, Ha: -0.0786
Molecular weight, Da: 1118.4

Geometry as ORCA input:
```
! wB97M-V def2-TZVPD RIJCOSX def2/J DEFGRID3
* xyz 1 1
C 2.9490 3.0992 2.8542
C 3.1557 2.0294 2.1049
C 4.0340 0.9043 2.5393
O 3.9834 0.5050 3.6676
O 4.9269 0.3490 1.6804
C 4.4379 0.0933 0.3662
C 3.5167 -1.1113 0.3109
C 2.9207 -1.2861 -1.1120
C 1.4123 -0.9993 -1.0113
C 0.6562 -1.2669 -2.3047
C -0.8931 -1.4280 -2.1018
C -1.3148 -0.6022 -0.9286
N -1.4480 0.7354 -1.0383
C -1.2488 1.5078 -2.2661
C 0.1295 2.1582 -2.3717
F -2.2553 2.4295 -2.3741
C -1.8374 1.2219 0.2150
C -2.1034 2.6716 0.4922
C -0.9745 3.6075 0.1418
O -1.1126 4.6161 -0.4300
F 0.2332 3.2003 0.5460
C -1.9321 0.1370 1.0430
C -2.3502 0.1593 2.4914
F -3.0017 -0.9465 2.8605
F -3.2118 1.1949 2.6768
C -1.1116 0.4581 3.4333
F -1.0562 1.7352 3.7756
F -1.1186 -0.3338 4.4960
F 0.0208 0.1835 2.7453
N -1.5988 -1.0085 0.3121
C -1.5729 -2.4379 0.7081
C -0.8234 -2.7800 1.9890
C -1.3928 -4.1279 2.5066
C -2.6846 -3.9485 3.2971
C -3.2289 -5.2440 3.8862
H 3.2562 3.1593 3.8900
H 2.4409 3.9693 2.4622
H 2.6871 1.9758 1.1296
H 5.3105 -0.1056 -0.2543
H 3.9357 0.9461 -0.0950
H 2.6986 -0.9591 1.0232
H 4.0144 -2.0322 0.6126
H 3.0389 -2.3122 -1.4541
H 3.4123 -0.5560 -1.7548
H 1.0539 -1.6225 -0.1867
H 1.3155 0.0334 -0.6611
H 1.0274 -2.2177 -2.6876
H 0.8539 -0.5157 -3.0683
H -1.0764 -2.4839 -1.9434
H -1.4452 -1.1357 -2.9896
H -1.3665 0.8580 -3.1280
H 0.5294 1.9654 -3.3641
H 0.0310 3.2263 -2.2030
H 0.8253 1.7012 -1.6754
H -2.9456 2.9863 -0.1196
H -2.3794 2.8657 1.5220
H -1.0825 -2.9734 -0.0946
H -2.5929 -2.8144 0.7560
H 0.2461 -2.9264 1.8386
H -0.9472 -2.0600 2.7889
H -1.6439 -4.7074 1.6073
H -0.6437 -4.7074 3.0403
H -3.4346 -3.3975 2.7260
H -2.4404 -3.3014 4.1479
H -4.2730 -5.0510 4.1557
H -2.7330 -5.5098 4.8160
H -3.2334 -6.0726 3.1762
C -7.5902 -1.3180 4.6126
C -8.1510 -2.0100 5.8592
C -7.8558 -3.5115 5.7197
S -6.3767 -3.6446 4.7137
O -6.7034 -4.2893 3.4648
O -5.2975 -4.0934 5.5541
C -6.1877 -1.8881 4.4186
H -7.5707 -0.2363 4.7293
H -8.2112 -1.5523 3.7445
H -7.6570 -1.6181 6.7458
H -9.2073 -1.8338 5.9673
H -7.6710 -3.9827 6.6818
H -8.6580 -4.0323 5.1993
H -5.7867 -1.7291 3.4193
H -5.4975 -1.5001 5.1679
C -12.0806 0.4052 9.2877
C -11.6271 1.8288 8.9364
C -10.1780 1.7402 8.4400
S -9.9925 0.0992 7.7329
O -9.0522 -0.6483 8.5290
O -9.8614 0.2262 6.3018
C -11.6442 -0.4699 8.1166
H -13.1562 0.3509 9.4456
H -11.5881 0.0745 10.2045
H -12.2639 2.2278 8.1447
H -11.7072 2.5002 9.7895
H -9.9605 2.4813 7.6752
H -9.4657 1.8308 9.2580
H -11.6175 -1.5316 8.3522
H -12.2665 -0.2947 7.2394
C 4.9593 3.7237 -5.1336
C 5.0297 2.6038 -6.1748
C 4.6011 1.3066 -5.4820
S 3.4871 1.7912 -4.1649
O 4.0860 1.4644 -2.8886
O 2.1350 1.3585 -4.4741
C 3.6168 3.5542 -4.4260
H 5.0440 4.7080 -5.5917
H 5.7720 3.6127 -4.4226
H 4.3453 2.8239 -6.9972
H 6.0277 2.5097 -6.5955
H 4.0829 0.6348 -6.1615
H 5.4482 0.7945 -5.0292
H 3.5579 4.0707 -3.4698
H 2.7877 3.8570 -5.0664
C 3.4298 -3.5146 -7.2513
C 3.0972 -3.6728 -8.7411
C 3.7950 -2.5306 -9.4908
S 5.2437 -2.1025 -8.5163
O 5.0795 -0.7615 -8.0079
O 6.4331 -2.4953 -9.2202
C 4.9321 -3.2580 -7.1846
H 3.1508 -4.3977 -6.6781
H 2.8869 -2.6594 -6.8404
H 3.4751 -4.6326 -9.0978
H 2.0230 -3.6585 -8.9190
H 4.1159 -2.8281 -10.4855
H 3.1643 -1.6459 -9.5545
H 5.2586 -2.8240 -6.2423
H 5.4984 -4.1642 -7.3965
C 11.0672 3.7334 -2.8915
C 10.1248 4.8860 -2.5204
C 9.3268 5.2491 -3.7793
S 9.2287 3.7460 -4.7604
O 9.9526 3.9440 -5.9868
O 7.8664 3.2601 -4.7648
C 10.2159 2.7323 -3.6663
H 11.5147 3.2770 -2.0104
H 11.8744 4.1051 -3.5258
H 9.4427 4.5590 -1.7330
H 10.6711 5.7482 -2.1417
H 8.3199 5.5848 -3.5439
H 9.8370 6.0011 -4.3778
H 10.7991 2.0269 -4.2535
H 9.5339 2.1976 -3.0054
*
```

Q: What is the molecular weight in the second record?
A: 1117.9 Da

Q: Which of these has the lowest molecular weight?
A: C43H66N3O8RbS

Q: Among the records above, which one has the highest molecular weight?
A: C43H72F7N2O13S5

Q: The highest molecular weight belongs to which entry?
A: C43H72F7N2O13S5